The following is a quantum chemistry calculation of C20H19ClN4O2 in the gas phase, from OMol25.

Computed properties:
LUMO (eV): 0.45
Energy relative to the best compared isomer or geometry (same formula, charge and spin) (eV): 0.000
HOMO-LUMO gap (eV): 8.7
HOMO energy (eV): -8.23
Largest force on an atom (hartree/bohr): 0.01458
SMILES string: O=c1cc(N2CCN(c3ccccc3)CC2)[nH]c(=O)n1-c1ccccc1Cl

Geometry as ORCA input:
```
! wB97M-V def2-TZVPD RIJCOSX def2/J DEFGRID3
* xyz 0 1
O 3.641 1.361 1.811
C 2.895 0.983 0.933
C 1.595 1.512 0.656
C 0.794 1.006 -0.326
N -0.425 1.522 -0.661
C -1.291 2.090 0.355
H -0.707 2.477 1.186
C -2.258 1.010 0.855
N -3.034 0.493 -0.253
C -4.293 -0.058 0.000
C -5.228 0.681 0.729
C -6.498 0.190 0.954
C -6.875 -1.044 0.450
C -5.961 -1.780 -0.280
C -4.682 -1.300 -0.501
H -3.987 -1.910 -1.056
H -6.237 -2.747 -0.676
H -7.870 -1.424 0.625
H -7.203 0.782 1.520
H -4.964 1.658 1.107
C -2.190 -0.083 -1.275
H -2.808 -0.402 -2.114
C -1.224 1.012 -1.754
H -0.599 0.662 -2.576
H -1.820 1.851 -2.129
H -1.616 -0.948 -0.899
H -2.921 1.427 1.610
H -1.666 0.204 1.323
H -1.855 2.911 -0.097
N 1.274 -0.060 -1.049
C 2.528 -0.627 -0.903
O 2.869 -1.546 -1.611
N 3.295 -0.079 0.085
C 4.622 -0.576 0.244
C 4.846 -1.822 0.806
C 6.139 -2.287 0.968
C 7.211 -1.503 0.577
C 6.997 -0.258 0.012
C 5.702 0.202 -0.160
Cl 5.423 1.735 -0.892
H 7.826 0.357 -0.301
H 8.220 -1.860 0.709
H 6.308 -3.259 1.404
H 4.000 -2.420 1.110
H 0.716 -0.493 -1.770
H 1.309 2.360 1.252
*
```